Record 1
Computed, not measured: the molecule C4H4O2, with ωB97M-V with the def2-TZVPD basis set.

- Energy: -305.13699 hartree
- LUMO level (alpha / beta): 0.52 / 0.50 eV
- HOMO energy (alpha / beta): -7.138 / -7.152 eV
- SMILES string: OC=C=C=CO

Geometry (Å):
O (-2.79233, -0.45428, -0.05925)
C (-1.72141, 0.35937, -0.06565)
C (-0.51229, -0.04884, 0.27138)
C (0.61030, -0.56489, 0.36898)
C (2.09241, -0.67973, 0.03633)
O (2.86579, 0.35529, -0.07565)
H (-3.51478, 0.15489, -0.18384)
H (-1.91064, 1.38144, -0.27887)
H (2.62763, -1.62119, 0.20244)
H (2.25532, 1.11795, -0.21587)

These are the natural (NBO) partial charges, in e, on atoms 1 to 2: -0.647 0.064

=====

Record 2
Computed, not measured: a structure of composition C39H37F6GeN6OPbSb, with ωB97M-V with the def2-TZVPD basis set.

- Energy: -5021.62725 hartree
- Net charge: -1
- LUMO level (alpha / beta): 2.35 / 2.24 eV
- HOMO energy (alpha / beta): -2.803 / -3.732 eV
- 2S+1: 2
- Expectation value of S²: 0.80

Geometry (Å):
Pb (-0.04147, 0.07602, 0.23578)
N (2.70951, -2.67865, -2.81801)
C (2.26355, -1.76077, -1.93183)
N (1.03263, -1.61675, -1.59577)
C (0.05078, -2.43721, -2.18231)
N (-1.19736, -2.27548, -1.88442)
N (-1.48614, -1.28424, -1.01943)
C (-2.77792, -1.23806, -0.61649)
C (-3.17787, -0.30077, 0.36157)
C (-4.41377, -0.39360, 1.00226)
C (-4.63076, 0.41872, 2.12599)
C (-3.70733, 1.35260, 2.51060)
C (-2.54022, 1.58185, 1.69455)
N (-2.25669, 0.65250, 0.72657)
C (0.47323, -3.49403, -3.10236)
C (-0.40551, -4.40530, -3.68677)
C (0.05912, -5.39352, -4.53822)
C (1.41765, -5.49315, -4.82027)
C (2.30755, -4.59739, -4.25033)
C (1.83530, -3.60603, -3.40262)
H (3.70200, -2.76818, -2.95215)
H (3.02017, -1.11861, -1.49942)
H (-3.47006, -1.98023, -0.99577)
H (-5.12884, -1.14263, 0.69027)
H (-5.54991, 0.31266, 2.69257)
H (-3.88400, 2.01014, 3.35217)
H (-1.97671, 3.34932, 2.67211)
H (-1.45818, -4.31496, -3.45308)
H (-0.63789, -6.09184, -4.98370)
H (1.78427, -6.26606, -5.48333)
H (3.36911, -4.66132, -4.46064)
F (2.85502, -0.53717, 1.63631)
Sb (4.58601, -1.28688, 1.43503)
F (3.78317, -2.82246, 0.63257)
F (4.41461, -2.09612, 3.13097)
F (6.28151, -2.07392, 1.20509)
F (5.35458, 0.26134, 2.17822)
F (4.71238, -0.52864, -0.30347)
C (-1.74342, 2.70903, 1.82566)
Ge (-1.01192, 3.63495, 0.33987)
C (-2.25849, 3.64857, -1.18607)
C (-3.02876, 4.78509, -1.44019)
C (-4.00987, 4.78778, -2.42475)
C (-4.24500, 3.64448, -3.17504)
C (-3.48900, 2.50413, -2.94118)
C (-2.50681, 2.51000, -1.95941)
C (-0.73107, 5.50625, 0.86008)
C (-1.64619, 6.16402, 1.68469)
C (-1.46829, 7.49577, 2.03960)
C (-0.36285, 8.19634, 1.57517)
C (0.55832, 7.55901, 0.75570)
C (0.37243, 6.22727, 0.40306)
C (0.72213, 3.00408, -0.31795)
C (0.96649, 2.72637, -1.66223)
C (2.17791, 2.16729, -2.06443)
C (3.16339, 1.89225, -1.12838)
C (2.94811, 2.19344, 0.21259)
C (1.73955, 2.74697, 0.60593)
H (-2.86095, 5.68871, -0.86318)
H (-4.59285, 5.68391, -2.60334)
H (-5.01516, 3.64046, -3.93710)
H (-3.66790, 1.60194, -3.51392)
H (-1.94312, 1.59886, -1.79403)
H (-2.51466, 5.62963, 2.05585)
H (-2.19152, 7.98601, 2.68096)
H (-0.21861, 9.23374, 1.85290)
H (1.42609, 8.09691, 0.39183)
H (1.10451, 5.74187, -0.23348)
H (0.19680, 2.91736, -2.40207)
H (2.34182, 1.93163, -3.10996)
H (4.09275, 1.42708, -1.43129)
H (3.70568, 1.95813, 0.95033)
H (1.55850, 2.92097, 1.66261)
O (-0.31294, -1.57984, 2.02280)
C (-0.03437, -2.78754, 2.10657)
C (-0.41812, -3.54670, 3.35107)
C (0.79214, -4.04391, 4.15440)
C (1.39002, -5.34320, 3.61999)
C (1.97343, -5.23609, 2.21606)
C (0.94815, -4.86538, 1.15043)
N (0.57961, -3.45287, 1.12342)
H (-1.05212, -4.39709, 3.07883)
H (-1.01993, -2.85487, 3.93572)
H (0.46720, -4.20394, 5.18450)
H (1.55626, -3.26153, 4.18681)
H (0.60961, -6.11577, 3.62945)
H (2.17014, -5.68505, 4.30423)
H (2.42528, -6.19247, 1.93825)
H (2.77043, -4.49637, 2.19940)
H (0.04152, -5.46857, 1.26843)
H (1.34030, -5.08837, 0.15956)
H (0.93383, -2.89190, 0.35901)

These are the Löwdin partial charges, in e, on atoms 1 to 2: 1.492 0.123

=====

Record 3
Computed, not measured: a cluster of 3 separate species, C5H12N2O in total, with ωB97M-V with the def2-TZVPD basis set.

- Energy: -382.05647 hartree
- LUMO level: -3.87 eV
- HOMO energy: -7.734 eV

Geometry (Å):
C (-1.58562, 0.79191, 0.65175)
C (-0.94287, 0.36575, -0.74755)
N (0.39942, -0.16635, -0.51455)
C (0.34823, -1.54534, -0.05458)
C (1.41996, 0.69796, 0.20968)
C (1.55659, 0.77367, 1.51044)
N (-2.34923, -1.49414, -1.96952)
O (1.84493, 1.55725, 2.47428)
H (-2.13227, 1.71505, 0.41967)
H (-0.67887, 0.94094, 1.34941)
H (-2.28807, 0.06505, 1.04682)
H (-0.84977, 1.22147, -1.40256)
H (-1.61815, -0.48317, -1.19377)
H (-0.39864, -1.50509, 0.83846)
H (0.08377, -2.17409, -0.90022)
H (1.37871, -1.64248, 0.31387)
H (5.68525, 2.31505, 0.99622)
H (5.28944, 2.35170, 1.60997)
H (-2.10085, -2.47121, -1.98888)
H (-3.06196, -1.31394, -2.64893)

These are the natural (NBO) partial charges, in e, on atoms 1 to 2: -0.564 -0.274

=====

Record 4
Computed, not measured: a cluster of 3 separate species, C3H15N2O2 in total, with ωB97M-V with the def2-TZVPD basis set.

- Energy: -383.08137 hartree
- LUMO level (alpha / beta): 0.53 / 0.34 eV
- HOMO energy (alpha / beta): -2.562 / -9.779 eV
- 2S+1: 2
- Expectation value of S²: 0.75

Geometry (Å):
C (-1.95109, 1.06655, -0.38442)
N (-1.45486, 1.54221, -1.65713)
C (-0.94582, 0.00145, 0.12516)
N (0.37873, 0.14637, -0.55086)
C (0.68886, -1.12643, -1.16153)
H (-2.00737, 1.77574, 0.48256)
H (-3.01795, 0.83755, -0.42927)
H (-1.51905, 2.56347, -1.66315)
H (-2.01627, 1.16581, -2.50886)
H (-0.82142, 0.11878, 1.20550)
H (-1.41338, -1.02268, -0.03332)
H (1.10775, 0.30935, 0.26757)
H (0.36297, 0.96520, -1.27782)
H (0.14645, -1.92031, -0.68881)
H (0.33770, -1.24688, -2.12926)
H (1.72454, -1.38949, -1.17392)
H (1.75007, -2.08621, 1.13518)
H (0.62837, -1.85471, 2.26878)
O (1.02854, -1.50348, 1.44670)
H (2.17276, 1.30976, 2.11384)
H (2.53488, 0.00739, 2.78787)
O (2.28558, 0.34057, 1.82519)

These are the natural (NBO) partial charges, in e, on atoms 1 to 2: -0.302 -0.889

=====

Record 5
Computed, not measured: a cluster of 13 separate species, C3H33NO12 in total, with ωB97M-V with the def2-TZVPD basis set.

- Energy: -1091.66755 hartree
- LUMO level: -0.16 eV
- HOMO energy: -9.606 eV

Geometry (Å):
C (0.65825, 0.01050, 2.95606)
C (-0.29341, -1.14209, 2.70404)
C (-1.30292, -1.24548, 3.92258)
N (1.07126, 0.56946, 1.60981)
H (1.61066, -0.20479, 3.50381)
H (0.23321, 0.85963, 3.48038)
H (0.17021, -2.10910, 2.76320)
H (-0.80248, -1.01983, 1.73454)
H (-0.73814, -1.17193, 4.84324)
H (-1.83148, -2.19943, 4.02780)
H (-2.06026, -0.45766, 3.99117)
H (2.04908, 0.78233, 1.66557)
H (0.55195, 1.28607, 1.14918)
H (1.45556, -4.02781, 0.25685)
H (2.18078, -3.10570, 1.26286)
O (1.75518, -3.96634, 1.16621)
H (2.49268, 1.97038, -1.84331)
H (2.83539, 2.99075, -0.82273)
O (3.24143, 2.52788, -1.57806)
H (2.83934, -1.05520, -3.09924)
H (2.07657, -2.01862, -2.20924)
O (2.18616, -1.07561, -2.38776)
H (3.94473, -0.57024, 0.37993)
H (4.29850, -1.95093, -0.34512)
O (3.64604, -1.25829, -0.21747)
H (1.57174, -1.10430, -0.67355)
H (0.78426, -1.52234, 0.65656)
O (0.88823, -1.68583, -0.28991)
H (0.19471, 4.02398, -0.90562)
H (0.45864, 2.66172, -1.20454)
O (0.73756, 3.31769, -0.52385)
H (-3.69933, 0.58323, -0.29982)
H (-4.24634, -0.42862, -1.31962)
O (-4.48353, 0.37368, -0.84470)
H (-3.58599, 2.81134, 1.68197)
H (-2.01692, 2.80309, 1.15728)
O (-2.70560, 2.44080, 1.71275)
H (-2.35088, -1.15232, 1.36857)
H (-2.77924, 0.23976, 1.89236)
O (-3.04591, -0.49912, 1.29931)
H (-0.50468, 1.86275, -4.07851)
H (-1.75842, 1.14678, -3.53969)
O (-1.43023, 1.98546, -3.86875)
H (-0.48334, 0.63255, -1.42766)
H (0.92660, 0.35690, -2.09836)
O (0.18750, 0.97740, -2.05525)
H (-0.70084, -2.13165, -1.82771)
H (-1.93385, -1.37597, -1.25073)
O (-1.42303, -1.53101, -2.05133)

These are the natural (NBO) partial charges, in e, on atoms 1 to 2: -0.224 -0.440

=====

Record 6
Computed, not measured: a structure of composition H5O2PSSi, with ωB97M-V with the def2-TZVPD basis set.

- Energy: -1182.53523 hartree
- LUMO level: 0.25 eV
- HOMO energy: -8.689 eV

Geometry (Å):
O (-1.25839, -1.65242, 0.45554)
O (0.03607, 0.73332, -0.30094)
Si (1.68149, 0.39226, 0.00465)
P (-1.77557, -0.14173, 0.74568)
S (-3.03254, 0.14848, -0.68908)
H (-1.79995, -2.20169, -0.09838)
H (-0.09762, 1.66653, -0.08927)
H (2.05433, 1.35366, 0.96092)
H (2.00706, -0.98923, 0.38242)
H (2.18511, 0.69083, -1.37153)

These are the natural (NBO) partial charges, in e, on atoms 1 to 2: -1.023 -1.065